C4H14O2S | ωB97M-V/def2-TZVPD

Results
charge = +1
energy above the lowest of the compared OMol25 structures with the same formula, charge and spin = 18.06 kcal per mole
spin multiplicity = 2
LUMO energy (spin up / spin down) = -3.35 / -8.33 eV

Geometry as XYZ:
```
21
Properties=species:S:1:pos:R:3:forces:R:3:mulliken_spin:R:1
C -2.0632 1.6941 -0.8251 0.84 -1.62 0.37 0.0045
C -0.8528 1.2484 0.0787 -1.82 2.34 0.49 0.0712
C -1.4384 0.2687 1.1647 1.84 0.43 0.03 -0.0311
S -1.0105 -1.3884 0.6744 -0.03 -0.04 0.24 0.8945
C 0.5086 -1.5768 1.6207 -0.24 -0.77 -0.50 -0.0348
H -2.8553 2.0328 -0.1562 0.08 0.16 -0.09 0.0001
H -1.7741 2.5110 -1.4723 -0.08 -0.09 -0.33 0.0037
H -2.4448 0.8066 -1.3469 -0.03 0.55 -0.43 -0.0027
H -0.6571 2.2221 0.5414 0.09 -0.33 1.00 0.0102
H 0.1234 1.1148 -0.3495 0.16 -1.16 -0.64 -0.0057
H -2.4820 0.5241 1.2477 -0.42 -0.65 0.05 0.0107
H -0.9282 0.3155 2.1328 -0.33 0.59 -0.09 0.0042
H 1.0218 -0.6332 1.7353 0.05 0.21 0.08 0.0115
H 0.3026 -2.0691 2.5735 -0.36 0.34 0.22 0.0549
H 1.1082 -2.3131 1.0989 0.25 0.04 -0.34 0.0088
H 4.5159 -0.7866 0.6584 0.11 0.10 -0.08 -0.0001
H 5.4988 -1.8426 1.1208 0.16 -0.06 0.05 0.0000
O 5.0779 -1.0251 1.4008 -0.28 -0.04 -0.01 0.0001
H 0.4802 1.3826 -4.0509 0.03 -0.03 -0.25 0.0000
H -0.4514 2.4102 -3.4678 -0.11 0.24 -0.03 -0.0001
O -0.3205 1.8778 -4.2555 0.12 -0.21 0.26 0.0000
```
Positions in Å, forces in eV/Å.